The ion C6H15BClN2O2 with charge +1 in a non-equilibrium geometry, computed with ωB97M-V/def2-TZVPD.

```
27
Properties=species:S:1:pos:R:3:nbo_charge:R:1
C -2.21670 1.49798 0.05561 -0.622
C -0.93433 2.07696 -0.53243 -0.456
C 0.25499 1.17515 -0.90705 -0.013
Cl 0.60367 1.22445 -2.65385 0.011
N 0.20614 -0.28277 -0.55225 -0.642
C 0.07473 -0.57402 0.94473 -0.263
C 1.38164 -1.06200 1.52718 0.257
C 2.61984 -0.23433 1.28667 -0.702
N 1.33050 -2.12652 2.20387 -0.543
B -0.71441 -1.19040 -1.39195 1.262
O -1.77923 -0.68314 -2.02761 -0.869
O -0.29914 -2.48647 -1.40467 -0.882
H -2.08933 0.86828 0.92871 0.198
H -2.83331 2.33295 0.37557 0.246
H -2.80642 0.95132 -0.66877 0.229
H -1.21066 2.62668 -1.42541 0.258
H -0.55623 2.83171 0.15286 0.234
H 1.16091 1.56295 -0.45944 0.229
H 1.13914 -0.63501 -0.77938 0.457
H -0.19947 0.34321 1.45186 0.243
H -0.67830 -1.33889 1.08392 0.254
H 3.39586 -0.50271 1.99134 0.260
H 2.42123 0.83257 1.32725 0.226
H 3.01789 -0.45145 0.29193 0.228
H 2.24049 -2.36156 2.59439 0.354
H -2.50369 -1.29926 -2.15420 0.525
H -1.02580 -3.09568 -1.25885 0.520
```

maximum force	1.11	eV Å⁻¹
SMILES string	[H]/N=C(\C)C[N@@H+](B(O)O)[C@@H](Cl)CC
DFT total energy	-26735.51113	eV
charge	+1